Formula: C6H9N
Source: OMol25
Level of theory: ωB97M-V with the def2-TZVPD basis set

Net charge: 0
DFT total energy in a.u.: -288.6344
Multiplicity: 1
SMILES: [H]/N=C/[C@@H]1C(=C)[C@H]1C
HOMO-LUMO gap in eV: 9.78

Each line ends with the natural charge from an NBO analysis.
Geometry (Å):
H (0.73, 2.29, 1.71)  0.20
H (-1.21, 1.90, 1.93)  0.22
H (-2.45, -1.15, -1.26)  0.16
N (-1.08, 0.31, -2.19)  -0.69
C (-0.89, -0.49, 0.05)  -0.35
H (0.84, -0.11, -1.27)  0.25
C (-0.09, 0.68, 0.48)  -0.01
C (-1.58, -0.38, -1.24)  0.13
C (0.83, -0.14, -0.26)  -0.15
H (-1.76, 0.45, -3.02)  0.35
C (-0.22, 1.63, 1.37)  -0.40
H (1.96, -1.98, 0.29)  0.22
H (2.76, -0.21, 0.41)  0.23
C (1.82, -0.85, 0.57)  -0.63
H (1.52, -0.73, 1.66)  0.22
H (-1.19, -1.23, 0.78)  0.23